A molecular structure, C8H19N3O9SZn at a distorted geometry. Source: the Open Molecules 2025 dataset; level of theory: ωB97M-V/def2-TZVPD.

```
41
Properties=species:S:1:pos:R:3:forces:R:3
Zn 2.8060 -7.3051 -41.3759 -0.2 0.0 -0.4
S 7.6330 -9.5240 -42.5596 -2.3 -3.4 -1.9
O 8.6186 -8.5382 -42.6253 5.2 4.0 -0.1
O 6.5508 -8.8543 -41.8577 -2.5 0.4 1.1
O 7.2613 -9.8262 -43.9811 -0.5 -0.2 0.4
O 8.0614 -10.7422 -41.8879 0.2 -0.7 0.6
O -0.4400 -6.3135 -42.6263 0.0 -1.1 -3.0
C -0.8216 -6.4198 -44.0009 0.0 1.8 3.9
C -0.1297 -7.3186 -45.1401 4.7 -2.1 0.2
O 1.3067 -7.6037 -44.9848 -4.1 1.4 -0.2
H -0.7328 -5.3839 -44.3283 0.7 0.3 -0.8
H -1.9042 -6.5323 -43.9433 -0.4 -1.1 -0.7
H -0.3208 -6.9603 -46.1517 -0.1 1.1 0.1
H -0.5686 -8.3154 -45.1824 -0.6 -0.3 0.9
O 3.8130 -6.3400 -36.8341 1.3 0.2 1.3
C 4.4133 -6.2930 -35.7463 -6.0 1.2 -2.4
N 5.5000 -6.9185 -35.4993 5.2 -2.0 0.1
C 3.6877 -5.7001 -34.5888 0.2 0.2 1.0
H 5.9507 -7.2740 -36.3303 -0.1 -0.3 -0.3
H 6.2032 -6.5330 -34.8853 -0.5 0.0 0.4
H 3.6152 -4.6279 -34.7713 -0.4 -0.1 0.3
H 4.1712 -5.9347 -33.6405 0.4 0.5 0.1
H 2.7244 -6.1940 -34.4616 -0.2 0.4 -0.6
O 4.8532 -3.3027 -42.3477 -0.3 1.5 -1.6
C 5.4871 -2.6988 -43.2215 -2.6 -0.5 1.5
N 6.7368 -3.0979 -43.4335 1.6 0.7 -1.1
C 4.9917 -1.5091 -44.1446 -0.4 -0.7 0.6
H 7.3879 -2.3967 -43.7567 0.2 -0.6 -0.2
H 7.0367 -3.9394 -42.9622 0.1 0.2 0.1
H 4.7341 -1.8236 -45.1559 1.2 -0.4 -0.3
H 5.7382 -0.7166 -44.0905 0.0 0.0 -0.4
H 4.0067 -1.0800 -43.9607 0.1 -0.1 1.3
O 1.7773 -11.6119 -39.3115 -1.8 1.0 -1.0
C 1.9211 -12.3861 -38.3981 -2.4 3.3 0.9
N 2.9893 -13.0758 -38.4143 4.2 -4.2 0.6
C 1.0480 -12.3702 -37.1454 0.7 -0.8 0.3
H 3.2728 -13.7280 -37.6971 -0.2 0.2 -0.2
H 3.5126 -13.0570 -39.2779 0.1 0.1 0.2
H 1.5952 -12.6330 -36.2400 0.7 0.3 0.0
H 0.3808 -13.2321 -37.1518 -0.9 0.6 -0.4
H 0.6714 -11.3576 -37.0005 -0.6 -0.5 -0.3
```
Positions in Å, forces in eV/Å.

Calculated values
ΔE to the lowest compared entry with this formula, charge and spin (eV): 13.853
E_tot (eV): -90745.82520
HOMO level (eV): -0.35
Total charge: -2
Molecular weight (g mol⁻¹): 398.709
Kohn-Sham gap (eV): 2.0798

2 unconnected molecules or ions with the total composition C3H3N3O3 at a distorted geometry. Source: the Open Molecules 2025 dataset; level of theory: ωB97M-V/def2-TZVPD.

```
12
Properties=species:S:1:pos:R:3:forces:R:3
C -0.7735 0.7431 0.0327 0.0 -3.1 1.1
C 0.5922 0.6910 0.4833 -0.1 2.3 -0.4
C -1.6290 -0.4689 -0.2015 -2.1 -0.5 -0.1
N -1.1033 1.9583 -0.0681 -1.6 1.3 -0.2
N 0.9911 1.9197 0.6036 1.4 -1.8 0.6
N 2.3240 -1.4467 -0.0206 -1.0 1.1 1.3
O 2.5505 -1.5412 -1.1599 0.5 -0.4 -1.1
O 2.5831 -2.0151 0.9802 0.3 -0.4 -0.1
O -0.0443 2.7045 0.3077 0.0 0.5 -0.4
H -2.8018 -0.3223 -0.3533 2.8 0.1 0.3
H -1.1954 -0.8713 -1.0891 -0.2 -0.4 -1.2
H -1.4936 -1.3511 0.4850 0.0 1.4 0.0
```
Positions in Å, forces in eV/Å.

Calculated values
ΔE to the lowest compared entry with this formula, charge and spin (eV): 10.367
E_tot (eV): -13763.29003
HOMO level (spin up / spin down) (eV): -10.55 / -11.36
Total charge: 0
Molecular weight (g mol⁻¹): 129.075
Kohn-Sham gap (spin up / spin down) (eV): 8.4446 / 9.7168

2 unconnected molecules or ions with the total composition C7H8N4O at a distorted geometry. Source: the Open Molecules 2025 dataset; level of theory: ωB97M-V/def2-TZVPD.

```
20
Properties=species:S:1:pos:R:3:forces:R:3
C 2.9707 -0.9106 -0.9058 -0.1 -1.3 -0.1
C -1.8797 2.1384 2.2999 2.5 -1.5 -2.4
C 2.2374 -0.2861 0.0247 0.4 0.2 1.3
C -1.4717 2.1956 1.0027 0.8 -0.4 1.5
C 1.4625 0.1790 -1.9594 1.7 -2.1 -0.6
C -0.1958 0.8016 2.0648 0.5 -1.1 1.4
C 0.2744 1.3131 -0.4021 -1.4 0.2 0.4
N 2.3979 -0.7101 -2.1331 0.0 0.8 -1.5
N -1.0558 1.2270 2.9364 0.9 -0.8 0.0
N 1.2866 0.4401 -0.6537 -1.0 1.3 1.5
N -0.3342 1.3645 0.8197 -0.4 0.3 0.4
O -2.3050 -1.5478 -0.2735 -0.8 -1.3 1.5
H 3.7887 -1.6228 -0.8189 -0.2 0.4 0.2
H -2.6218 2.5518 2.8720 -1.8 1.3 0.7
H 2.3203 -0.1886 1.0755 0.2 -0.1 0.6
H -1.5891 2.7556 0.1676 -1.3 1.9 -2.1
H 0.7816 0.5612 -2.6430 -0.8 0.6 -1.3
H 0.5182 0.0170 2.2632 0.0 0.1 0.0
H -1.8334 -1.1023 -0.9497 0.9 0.2 -1.1
H -2.0348 -2.4879 -0.2019 0.0 1.1 -0.4
```
Positions in Å, forces in eV/Å.

Calculated values
ΔE to the lowest compared entry with this formula, charge and spin (eV): 3.671
E_tot (eV): -15393.20453
HOMO level (eV): -9.55
Total charge: 0
Molecular weight (g mol⁻¹): 164.168
Kohn-Sham gap (eV): 8.8771

2 unconnected molecules or ions with the total composition C3H7NO at a distorted geometry. Source: the Open Molecules 2025 dataset; level of theory: ωB97M-V/def2-TZVPD.

```
12
Properties=species:S:1:pos:R:3:forces:R:3
C 0.2750 0.1533 -0.9394 0.8 -1.4 0.6
C 0.2792 -1.1354 -1.3414 -0.4 0.0 1.9
C -1.9654 0.5473 -0.8140 0.7 1.9 -1.4
N -0.8245 0.7800 -0.2915 -0.1 -0.1 -0.9
H 1.2132 0.7229 -0.9224 -0.6 0.1 -0.2
H -0.5973 -1.7222 -1.0495 0.0 0.2 -0.5
H 1.1536 -1.7777 -1.4402 0.1 0.7 -0.7
H -2.7522 1.3113 -0.6832 -0.1 -1.1 0.9
H -2.0080 -0.0177 -1.7558 -0.3 -0.2 0.3
H 1.7291 -0.0862 1.7054 -0.5 -0.4 0.0
H 1.2309 -0.6656 3.1046 -0.2 -0.1 -0.5
O 1.8387 -0.0733 2.6566 0.6 0.4 0.5
```
Positions in Å, forces in eV/Å.

Calculated values
SMILES: C=CN=C.O
ΔE to the lowest compared entry with this formula, charge and spin (eV): 2.923
E_tot (eV): -6759.82747
HOMO level (eV): -9.79
Total charge: 0
Molecular weight (g mol⁻¹): 73.095
Kohn-Sham gap (eV): 10.0827

A single C18H24N2O4S2 molecule at a distorted geometry. Source: the Open Molecules 2025 dataset; level of theory: ωB97M-V/def2-TZVPD.

```
50
Properties=species:S:1:pos:R:3:forces:R:3
C 5.7466 0.5559 -0.4092 0.0 0.1 0.2
H 5.1749 0.9373 -1.2491 0.1 0.0 -0.1
C 4.9395 0.7119 0.8718 0.4 0.4 -0.4
N 3.6846 -0.0309 0.7690 -0.9 0.1 -0.4
S 2.4497 0.8541 0.0057 0.2 -0.1 0.7
O 2.8801 1.2158 -1.3132 0.1 -0.1 -0.1
O 2.0979 1.9468 0.8738 -0.2 -0.2 0.0
C 1.1655 -0.4050 -0.1003 0.5 0.3 0.1
C -0.0997 -0.2210 0.4545 -0.3 0.1 0.2
C -1.0381 -1.2551 0.3328 0.6 0.0 -0.4
C -0.7089 -2.4530 -0.3081 0.2 0.1 0.1
C 0.5520 -2.5780 -0.8687 0.0 0.1 0.1
C 1.4998 -1.5665 -0.7932 0.0 -0.2 -0.1
C 2.8300 -1.7573 -1.4439 0.1 -0.3 -0.2
H 2.7966 -2.6002 -2.1295 0.0 0.0 0.0
H 3.5929 -1.9415 -0.6906 0.0 -0.1 -0.1
H 3.1146 -0.8584 -1.9820 0.1 -0.1 -0.1
H 0.8046 -3.4919 -1.3863 0.1 -0.1 -0.1
C -1.6970 -3.5689 -0.4062 0.0 0.0 -0.1
H -2.4485 -3.3107 -1.1505 0.0 -0.1 0.0
H -2.2134 -3.7157 0.5392 -0.1 -0.1 0.1
H -1.2064 -4.4930 -0.7002 0.0 -0.1 0.0
N -2.3567 -1.1017 0.8227 -0.6 0.2 -0.7
S -3.5390 -0.6399 -0.2518 0.0 0.1 0.2
O -4.8006 -0.8579 0.3955 0.1 0.3 0.2
O -3.2861 -1.2765 -1.5110 0.3 0.3 0.0
C -3.2883 1.1189 -0.4754 -0.2 -0.6 0.0
C -3.9666 2.0146 0.3277 -0.1 0.0 0.1
C -3.7267 3.3706 0.1757 0.0 -0.1 0.0
C -2.8121 3.8078 -0.7703 0.0 0.0 0.0
C -2.1429 2.8983 -1.5750 0.0 0.0 0.0
C -2.3830 1.5421 -1.4291 0.1 0.0 -0.2
H -1.8883 0.8054 -2.0416 0.1 0.0 -0.1
H -1.4346 3.2439 -2.3121 0.1 0.0 -0.1
H -2.6233 4.8647 -0.8840 0.0 0.1 0.0
H -4.2513 4.0840 0.7929 -0.1 0.0 0.0
H -4.6765 1.6374 1.0471 -0.1 0.0 0.1
C -2.6480 -1.2363 2.2275 -0.3 0.0 0.4
H -2.2881 -2.1988 2.5986 0.0 0.0 0.0
H -2.1994 -0.4404 2.8288 0.0 0.0 0.0
H -3.7310 -1.2010 2.3217 0.1 -0.1 0.3
C -0.4607 1.0419 1.1728 -0.2 0.2 0.1
H -1.5269 1.0878 1.3691 0.0 0.0 0.0
H 0.0823 1.1074 2.1148 0.0 0.1 0.0
H -0.1739 1.9103 0.5867 -0.1 0.0 0.1
H 3.3223 -0.2613 1.6841 -0.1 -0.1 0.2
H 5.5008 0.3125 1.7202 -0.2 0.0 0.0
H 4.7312 1.7733 1.0587 0.2 -0.1 0.1
H 5.9729 -0.4928 -0.5836 0.1 -0.1 0.0
H 6.6774 1.1109 -0.3269 0.1 0.0 0.0
```
Positions in Å, forces in eV/Å.

Calculated values
SMILES: CCNS(=O)(=O)c1c(C)cc(C)c(N(C)S(=O)(=O)c2ccccc2)c1C
ΔE to the lowest compared entry with this formula, charge and spin (eV): 2.432
E_tot (eV): -51895.43923
HOMO level (eV): -9.28
Total charge: 0
Molecular weight (g mol⁻¹): 396.534
Kohn-Sham gap (eV): 9.8098

A molecular structure, C39H34ClDyN3SSi2 at a distorted geometry. Source: the Open Molecules 2025 dataset; level of theory: ωB97M-V/def2-TZVPD.

```
81
Properties=species:S:1:pos:R:3:forces:R:3
C -2.3009 -1.1997 3.1631 -0.7 0.1 0.0
C -3.0224 -1.1957 1.9261 0.0 0.2 -0.1
C -2.7665 -2.4361 1.2558 -0.5 -0.1 0.3
H -3.5880 -0.3477 1.5170 0.3 -0.5 0.3
C -2.0008 -3.2442 2.1383 0.3 0.4 0.0
C -1.6684 -2.4583 3.2806 -0.4 -0.3 0.0
H -1.0591 -2.7844 4.1339 -0.4 0.2 -0.5
H -2.2105 -0.3552 3.8769 -0.2 -0.8 -0.7
H -3.1154 -2.7408 0.2578 -0.1 0.1 0.7
H -1.7823 -4.3071 1.9981 0.2 0.5 -0.1
Dy -0.6487 -0.9787 1.2456 1.1 1.0 3.7
Si -0.9243 -0.8043 -1.5903 1.9 1.1 -5.2
C -0.8524 0.5770 -2.9291 0.0 -0.3 -1.2
C 0.3659 0.7391 -3.7671 -1.3 -0.4 -0.2
H 0.9937 -0.1681 -3.8541 0.0 0.8 0.2
C 0.3763 1.7250 -4.8352 -0.4 -1.3 -0.1
H 1.3250 1.9393 -5.3485 -0.6 -0.3 0.0
C -0.8205 2.3163 -5.2123 0.6 0.3 -0.2
H -0.8307 2.9217 -6.1270 -0.1 0.0 0.6
C -1.9629 2.1012 -4.4530 -0.1 0.4 0.3
H -2.8547 2.6626 -4.7113 -0.1 -0.3 -0.1
C -1.9629 1.2989 -3.3011 -0.3 0.8 0.0
H -2.8765 1.2277 -2.6940 0.4 0.1 -0.4
C -0.7615 -2.2029 -2.9435 -0.3 -0.8 0.3
C -1.3418 -2.0197 -4.2240 0.3 0.5 -0.2
H -2.1124 -1.2542 -4.3674 0.4 -0.2 0.0
C -0.8872 -2.6979 -5.3644 -0.1 -0.2 0.3
H -1.2537 -2.4340 -6.3563 -0.2 -0.1 0.3
C 0.0746 -3.7045 -5.2533 0.0 0.3 0.7
H 0.4289 -4.2457 -6.1388 -0.1 0.3 0.5
C 0.5537 -3.9977 -3.9718 -0.1 -0.1 0.2
H 1.3077 -4.7787 -3.8633 -0.3 0.1 0.1
C 0.1159 -3.2992 -2.8240 0.3 0.1 -0.4
H 0.5089 -3.5745 -1.8344 0.0 0.1 -0.8
H -2.0656 -0.7160 -0.6542 -0.1 0.0 0.1
Si 1.4666 2.0078 -2.6690 -1.7 -1.5 4.1
C 1.8978 0.6233 -1.4776 -0.2 0.4 0.3
C 0.7917 -0.2235 -0.8517 -2.3 0.4 -0.3
H 0.2653 0.5416 -0.1805 0.7 -0.7 0.4
C 1.1368 -1.5496 -0.3115 1.4 -1.3 0.9
H 0.3672 -2.3874 -0.2740 1.2 0.4 -0.5
C 2.4887 -1.8565 -0.1086 -0.1 0.5 -0.2
H 2.7187 -2.7947 0.4151 0.4 0.4 -0.9
C 3.4849 -0.9628 -0.5164 0.9 -0.9 1.0
H 4.5311 -1.3203 -0.5576 -0.7 0.5 0.6
C 3.1733 0.3119 -1.0452 -0.4 0.1 -1.5
H 3.9804 1.0460 -1.2438 -0.4 -0.8 -0.1
C 0.3380 3.3732 -2.0776 0.0 0.0 -0.9
C -0.8052 3.2405 -1.2820 -0.1 0.2 0.2
H -1.0266 2.3058 -0.7667 0.2 0.4 -0.1
C -1.7000 4.3038 -1.1212 0.0 -0.1 -0.1
H -2.5234 4.2270 -0.4093 0.1 -0.2 -0.3
C -1.5421 5.4708 -1.8707 0.3 0.0 0.1
H -2.3107 6.2566 -1.8602 0.5 -0.3 0.2
C -0.3817 5.6250 -2.6339 -0.1 0.1 -0.3
H -0.2125 6.5532 -3.1790 -0.1 -0.2 0.1
C 0.5476 4.5901 -2.7354 -0.2 0.4 0.2
H 1.4477 4.7201 -3.3405 -0.3 0.1 0.1
H 2.5896 2.4595 -3.2980 2.0 1.0 -1.4
Cl -0.9075 1.5428 1.5217 -0.4 0.2 0.1
N 1.8635 -0.5678 5.5325 1.2 -0.3 0.9
C 1.1709 0.5652 5.9375 -1.1 0.0 0.1
C 1.0090 1.1829 7.1887 0.0 0.2 -0.1
C -0.0052 2.1431 7.3187 0.5 -0.3 0.0
C -0.8029 2.5086 6.2192 0.2 -0.4 -0.8
C -0.6603 1.8577 4.9835 -0.3 0.6 0.5
C 0.2923 0.8460 4.8659 0.5 -0.6 0.5
N 0.4618 -0.1105 3.8774 1.3 -1.3 -0.5
C 1.4274 -0.9420 4.3143 -1.6 1.5 -0.7
C 1.8085 -2.1609 3.5882 0.1 -0.6 -0.1
C 2.6992 -3.1573 3.9536 -0.7 0.3 -0.5
S 2.5408 -4.5128 2.8493 -0.2 1.3 0.6
C 1.3453 -3.6408 1.9866 0.2 1.2 0.6
N 1.0700 -2.4228 2.4404 0.7 -1.7 0.2
H 2.6121 -1.0352 6.0417 -0.5 0.3 -0.1
H 1.6491 0.8904 8.0204 -0.3 0.2 -0.1
H -0.2069 2.6200 8.2868 0.3 -0.3 -0.5
H -1.5391 3.3091 6.3317 0.2 -0.4 -0.1
H -1.2702 2.0979 4.1187 0.0 0.0 0.2
H 3.3917 -3.1343 4.7998 -0.4 -0.3 -0.5
H 0.9461 -4.0044 1.0442 -0.1 -0.2 0.4
```
Positions in Å, forces in eV/Å.

Calculated values
Spin multiplicity: 6
Expectation value of S²: 9.345
ΔE to the lowest compared entry with this formula, charge and spin (eV): 3.953
E_tot (eV): -108653.39469
HOMO level (spin up / spin down) (eV): -8.42 / -8.45
Total charge: +1
Molecular weight (g mol⁻¹): 830.914
Kohn-Sham gap (spin up / spin down) (eV): 4.7647 / 4.7940

A molecular structure, C26H30N3O7PbSb. Source: the Open Molecules 2025 dataset; level of theory: ωB97M-V/def2-TZVPD.

```
68
Properties=species:S:1:pos:R:3:forces:R:3
Pb -0.0227 -1.4289 0.2825 -0.1 0.1 -0.1
C 5.3610 0.9645 3.6048 0.0 0.0 -0.1
C 4.6170 0.4787 2.3543 -0.1 0.1 0.2
O 5.2145 -0.3828 1.6667 0.1 0.1 -0.2
C 3.3294 1.0104 2.1664 0.0 -0.1 -0.1
C 2.4578 0.6783 1.0893 0.0 0.1 0.0
C 3.0285 0.4037 -0.2769 0.1 0.0 0.0
N 1.1452 0.6844 1.1373 0.3 0.2 0.1
N 0.6058 1.1657 2.3298 0.0 -0.1 0.0
C -0.3550 0.4278 2.7597 -0.1 0.0 0.0
O -0.7817 -0.6864 2.2354 -0.1 0.0 0.1
C -1.0811 0.8842 3.9855 0.0 0.0 0.0
C -2.0789 0.0856 4.5356 0.0 0.0 0.0
C -2.7637 0.4980 5.6716 0.0 0.0 0.0
C -2.4606 1.7123 6.2695 0.0 0.0 0.0
C -1.4626 2.5134 5.7237 0.0 0.0 0.0
C -0.7776 2.1031 4.5917 0.0 0.0 0.0
H 6.2888 1.4485 3.2887 0.0 0.0 0.0
H 5.6344 0.0984 4.2113 0.0 0.0 0.0
H 4.7782 1.6626 4.2066 0.0 0.0 0.0
H 2.8890 1.5537 2.9905 0.0 -0.1 0.0
H 3.2375 1.3697 -0.7465 0.0 0.0 0.0
H 2.3016 -0.1063 -0.9093 0.0 0.0 0.0
H 3.9666 -0.1415 -0.2128 0.0 0.0 0.0
H -2.3030 -0.8598 4.0585 0.0 0.0 0.0
H -3.5372 -0.1357 6.0902 0.0 0.0 0.0
H -2.9958 2.0347 7.1557 0.0 0.0 0.0
H -1.2189 3.4640 6.1849 0.0 0.0 0.0
H 0.0031 2.7082 4.1510 0.0 0.0 0.0
O -3.4122 1.0018 -1.6548 0.0 0.1 0.0
C -2.6625 0.1830 -1.1174 0.0 -0.1 0.0
O -1.4241 -0.0004 -1.3265 0.0 0.1 0.1
C -3.2932 -0.7757 -0.1024 0.0 0.0 0.0
C -4.6252 -0.6817 0.2685 0.0 0.0 0.0
C -5.1193 -1.6009 1.1811 0.0 0.0 0.0
C -4.2836 -2.5851 1.6847 0.0 0.0 0.0
C -2.9607 -2.6100 1.2669 0.0 0.0 0.0
N -2.5030 -1.7172 0.3972 0.0 -0.1 -0.1
C -1.9665 -3.6677 1.7752 0.0 0.0 0.0
O -2.4261 -4.5265 2.5342 0.0 0.0 0.0
O -0.7886 -3.5483 1.3348 0.0 -0.1 0.0
H -5.2273 0.1048 -0.1635 0.0 0.0 0.0
H -6.1542 -1.5485 1.5010 0.0 0.0 0.0
H -4.6102 -3.3315 2.3946 0.0 0.0 0.0
O 4.0017 -3.0188 0.2283 0.0 0.0 0.0
C 3.3733 -2.3615 0.8973 0.0 -0.2 0.0
C 2.9243 1.5943 -5.2752 0.0 0.0 0.0
C 1.4390 1.2704 -5.4118 0.0 0.0 0.0
Sb 0.4214 1.0299 -3.4755 0.0 0.0 0.0
C 0.3656 -1.1203 -3.7088 0.0 0.0 0.0
C 1.7444 -1.7586 -3.5773 0.0 0.0 0.0
C -1.5099 1.5001 -4.3156 0.0 0.0 0.0
C -2.1022 0.4518 -5.2477 0.0 0.0 0.0
H 3.4205 1.7173 -6.2445 0.0 0.0 0.0
H 3.4569 0.8090 -4.7334 0.0 0.0 0.0
H 3.0745 2.5168 -4.7092 0.0 0.0 0.0
H 1.2955 0.3562 -5.9958 0.0 0.0 0.0
H 0.9238 2.0745 -5.9463 0.0 0.0 0.0
H -0.0599 -1.3293 -4.6928 0.0 0.0 0.0
H -0.3242 -1.5046 -2.9580 0.0 0.0 0.0
H 2.4399 -1.3667 -4.3252 0.0 0.0 0.0
H 1.7005 -2.8433 -3.7111 0.0 0.0 0.0
H 2.1861 -1.5728 -2.5964 0.0 0.0 0.0
H -1.3702 2.4512 -4.8394 0.0 0.0 0.0
H -2.1746 1.6720 -3.4693 0.0 0.0 0.0
H -1.4319 0.2080 -6.0776 0.0 0.0 0.0
H -3.0497 0.7925 -5.6781 0.0 0.0 0.0
H -2.3080 -0.4726 -4.7056 0.0 0.0 0.0
```
Positions in Å, forces in eV/Å.

Calculated values
ΔE to the lowest compared entry with this formula, charge and spin (eV): 0.283
E_tot (eV): -58039.74939
HOMO level (eV): -1.52
Total charge: -2
Molecular weight (g mol⁻¹): 825.500
Kohn-Sham gap (eV): 6.1705

A single C2H5FIP molecule at a distorted geometry. Source: the Open Molecules 2025 dataset; level of theory: ωB97M-V/def2-TZVPD.

```
10
Properties=species:S:1:pos:R:3:forces:R:3
C 0.0757 -0.5379 0.4100 -2.0 2.9 -3.1
C -1.2357 0.4693 0.1955 4.0 -1.4 3.1
F 1.1415 -0.9794 -1.8177 0.6 -1.5 -1.5
P 1.2127 0.2615 -0.8626 1.1 -0.2 2.4
I -0.4216 2.4773 0.4897 -1.0 -0.3 0.5
H 0.4264 -0.6678 1.3842 0.3 0.4 1.6
H -0.0698 -1.5098 -0.0218 -0.6 -0.5 -0.2
H -1.5504 0.4056 -0.7731 -1.0 -0.1 -2.4
H -1.9089 0.1609 0.9419 -1.4 0.5 0.7
H 2.3300 -0.0796 0.0538 -0.1 0.2 -1.1
```
Positions in Å, forces in eV/Å.

Calculated values
ΔE to the lowest compared entry with this formula, charge and spin (eV): 1.552
E_tot (eV): -22261.08948
HOMO level (eV): -8.85
Total charge: 0
Molecular weight (g mol⁻¹): 205.938
Kohn-Sham gap (eV): 9.0605